C8H4Cl3NO3PrY as an isolated structure at a distorted geometry. Source: the OMol25 dataset; level of theory: wB97M-V/def2-TZVPD.

Properties
LUMO energy (spin up / spin down) ... -17.00 / -15.97 eV
Spin multiplicity ... 3
HOMO-LUMO gap (spin up / spin down) ... 3.708 / 4.739 eV
Highest occupied orbital energy (spin up / spin down) ... -20.706 / -20.706 eV
E_tot ... -2522.08634 Ha
Net charge ... +4
Energy above the lowest of the compared OMol25 structures with the same formula, charge and spin ... 0.0 kcal per mole

```
21
Properties=species:S:1:pos:R:3:forces:R:3
Pr -0.0405 -1.2771 -4.2365 0.0 -0.1 1.1
Y -0.5724 -0.0649 -0.4570 0.7 1.6 0.7
Cl 1.3296 -1.1029 -1.8882 -0.2 -0.2 -0.2
Cl -1.5706 0.5361 -2.8232 0.2 -0.6 -0.5
Cl -1.1078 3.4307 4.0222 0.4 -0.8 -0.3
O -1.0659 -2.7348 1.7564 -0.7 4.8 -4.0
O 0.0713 -2.6891 -7.7322 0.0 1.0 4.9
O -0.6301 0.4435 -7.4378 1.1 -2.2 4.5
N 0.1324 0.5039 1.6520 -0.3 -0.5 -0.2
C -0.3960 -0.0588 -6.4266 -1.4 3.8 -5.4
C 1.2463 0.2049 3.7735 -0.3 0.0 -0.9
C 0.0607 -2.4095 -6.6153 0.2 -2.2 -5.4
C -1.1548 -1.8478 1.0056 0.2 -6.2 4.8
C -0.3001 2.0109 3.4405 -1.1 1.5 -0.2
C 0.9745 -0.2019 2.4701 0.0 0.2 -0.1
C 0.6146 1.3556 4.2522 0.5 -0.6 -0.1
C -0.5469 1.5765 2.1406 1.1 -0.7 0.9
H 0.8373 1.7401 5.2412 -0.1 0.0 0.0
H 1.4071 -1.1064 2.0235 0.1 0.4 0.4
H 1.9535 -0.3638 4.3609 0.0 0.0 0.1
H -1.2423 2.0547 1.4782 -0.4 0.6 -0.1
```
Positions in Å, forces in eV/Å.